Record 1
89
Properties=species:S:1:pos:R:3 method="wB97M-V/def2-TZVPD" energy_ha=-5599.86619 lumo_ev="-1.9 / -2.8" spin_multiplicity=2 total_charge=+1 gap_ha="0.275 / 0.259"
Re -1.38299 -0.08716 0.50900
C -2.17959 -1.71605 3.38628
C -3.56796 -1.32589 2.93114
S -3.60485 -0.94595 1.14107
C -5.03650 0.18721 1.22172
C -5.44874 0.89822 -0.06704
S -4.20639 1.76629 -1.05074
C -3.80363 3.22543 -0.07066
C -3.19062 3.05223 1.31095
S -1.64910 2.07839 1.45656
C -1.81053 1.77790 3.25555
C -0.76890 0.77612 3.71339
S -0.78234 -0.74817 2.72624
H -1.94724 -2.72956 3.05577
H -2.11614 -1.70161 4.47519
H -3.94070 -0.45695 3.47331
H -4.25607 -2.15186 3.11004
H -4.83652 0.90541 2.01487
H -5.87662 -0.43062 1.54714
H -6.24296 1.59938 0.20169
H -5.88718 0.18289 -0.76370
H -4.70062 3.83538 0.06169
H -3.13314 3.79773 -0.71456
H -3.91728 2.61483 1.99135
H -2.94570 4.04468 1.69599
H -2.81961 1.40335 3.43044
H -1.69608 2.72210 3.79107
H -0.88645 0.53807 4.77122
H 0.24425 1.16432 3.57614
C -0.40588 4.03961 -2.30375
C -0.05892 2.69733 -1.70863
O -0.85602 1.69675 -2.37404
P -1.33167 0.32799 -1.70044
O -2.21265 -0.23558 -2.88668
C -2.11514 0.14022 -4.28533
C -3.08916 1.24480 -4.60730
O 0.17665 -0.57863 -1.89158
C 0.13825 -1.95598 -2.39587
C 0.96780 -2.05917 -3.64849
H 0.25391 4.80914 -1.90309
H -1.43476 4.31878 -2.07619
H -0.28793 4.02119 -3.38658
H -0.25430 2.66008 -0.63706
H 0.99098 2.44795 -1.86219
H -2.34931 -0.77478 -4.82805
H -1.08713 0.42720 -4.50665
H -4.11466 0.92555 -4.42657
H -2.99496 1.51755 -5.65904
H -2.88650 2.12838 -4.00441
H -0.90866 -2.20927 -2.56159
H 0.51875 -2.57772 -1.58609
H 0.57875 -1.41888 -4.44039
H 0.94508 -3.09025 -4.00448
H 2.00457 -1.78587 -3.45765
C 0.28482 -0.48075 -0.17388
Ge 2.14189 -0.97791 0.27550
C 2.57574 -0.07877 1.95341
C 2.51599 -0.70588 3.19686
C 2.82027 -0.01587 4.36203
C 3.19171 1.32039 4.30197
C 3.27407 1.95530 3.07101
C 2.97451 1.25752 1.90882
C 3.45327 -0.33232 -1.02098
C 3.14303 0.30374 -2.22129
C 4.14293 0.76835 -3.06736
C 5.47551 0.59927 -2.72837
C 5.80520 -0.03411 -1.53845
C 4.80288 -0.48980 -0.69611
C 2.28662 -2.91259 0.44398
C 1.43660 -3.61363 1.30161
C 1.53135 -4.98968 1.43901
C 2.47826 -5.69393 0.70750
C 3.31923 -5.01629 -0.16083
C 3.22394 -3.63677 -0.29013
H 2.25294 -1.75549 3.26559
H 2.78107 -0.52565 5.31657
H 3.43622 1.85840 5.20864
H 3.58549 2.99032 3.01334
H 3.05786 1.76678 0.95467
H 2.11175 0.41864 -2.52133
H 3.87799 1.25858 -3.99584
H 6.25553 0.95769 -3.38712
H 6.84315 -0.17094 -1.26519
H 5.08497 -0.96570 0.23773
H 0.67272 -3.08155 1.86080
H 0.86623 -5.51414 2.11299
H 2.55706 -6.76767 0.81334
H 4.05289 -5.56131 -0.74042
H 3.88940 -3.12677 -0.97701


Record 2
97
Properties=species:S:1:pos:R:3 method="wB97M-V/def2-TZVPD" energy_ha=-3200.33336 lumo_ev="0.1 / -1.5" spin_multiplicity=6 total_charge=0 gap_ha="0.226 / 0.220"
Ir -0.13687 -0.91621 -0.64589
C -1.66065 2.03347 -4.52097
C -1.97986 1.15044 -3.31613
C -2.58398 1.97924 -2.18945
P -0.50411 0.23112 -2.70431
C 0.06874 -0.80119 -4.15079
C -1.17317 -1.53668 -4.67497
C 0.86981 -0.22259 -5.31771
C 0.65687 1.54841 -2.17594
C 1.94108 1.78508 -2.89330
C 2.75875 2.92987 -2.38587
C 2.54691 3.37540 -1.12793
C 1.55046 2.80795 -0.30112
C 0.61103 1.86323 -0.80488
N -0.27113 1.15254 -0.03782
C -0.67700 1.30568 1.25597
C -0.63374 2.47170 2.00266
C -1.13981 2.54192 3.29753
C -1.75531 1.40711 3.87106
C -1.86098 0.23868 3.19533
C -1.31987 0.03143 1.83631
P -2.64894 -0.58274 0.57335
C -4.17967 0.35095 1.09667
C -4.01407 1.87055 1.09767
C -5.38657 -0.05199 0.24670
C -3.14982 -2.32347 1.02409
C -3.44719 -2.62662 2.49318
C -2.23239 -3.40561 0.45209
H -2.53754 2.63720 -4.76496
H -1.40006 1.46120 -5.40949
H -0.84288 2.72077 -4.29288
H -2.70741 0.38801 -3.60508
H -1.89671 2.76287 -1.86374
H -2.81218 1.35432 -1.33067
H -3.50544 2.45390 -2.53349
H 0.69578 -1.54921 -3.66420
H -1.78779 -0.88709 -5.29953
H -1.79622 -1.92646 -3.86749
H -0.85803 -2.38183 -5.28855
H 0.36871 0.60873 -5.81191
H 1.00194 -1.00931 -6.06429
H 1.86754 0.09889 -5.02877
H 1.80708 1.84892 -3.97222
H 3.55127 3.31292 -3.01185
H 3.17259 4.16101 -0.72209
H 1.53797 3.06143 0.74465
H -0.24361 3.37315 1.55381
H -1.08059 3.46831 3.85161
H -2.16627 1.46758 4.87112
H -2.37795 -0.58664 3.65256
H -4.35267 0.04998 2.13406
H -3.82485 2.26853 0.10147
H -3.21184 2.19881 1.75368
H -4.94193 2.32133 1.45780
H -5.18652 0.08857 -0.81904
H -6.24135 0.57685 0.50390
H -5.68809 -1.08743 0.39944
H -4.08921 -2.39649 0.46487
H -2.52564 -2.65360 3.07698
H -3.90708 -3.61375 2.57883
H -4.12485 -1.91064 2.95682
H -1.36468 -3.56816 1.09150
H -1.87329 -3.16037 -0.55180
H -2.77821 -4.34982 0.39099
N 3.16719 -2.62333 -1.42326
C 2.57064 -2.72659 -0.18061
N 3.20795 -3.29258 0.86005
N 2.41863 -3.13885 1.88229
N 1.34879 -2.52054 1.47659
N 1.38531 -2.26729 0.16297
C 3.22196 -1.37421 -2.02798
N 4.30402 -0.89595 -2.66205
N 3.96114 0.30898 -3.06210
N 2.73999 0.50822 -2.66761
N 2.21779 -0.53106 -2.02525
H 4.04969 -3.11476 -1.46449
N -0.37872 -1.09044 1.59246
C 0.36015 -1.83713 2.34224
C 0.42129 -2.17893 3.70178
C -0.51601 -1.75506 4.68518
N -1.22398 -1.51546 5.56308
C 1.37597 -3.05731 4.30142
N 2.08077 -3.73601 4.90948
C 3.99504 2.11208 2.40631
P 3.79012 0.34168 2.14513
C 3.56960 -0.35190 3.78508
C 5.38502 -0.26124 1.56953
O 2.68279 0.03335 1.19077
H 4.78074 2.32557 3.13080
H 3.04782 2.51577 2.76758
H 4.23917 2.58649 1.45479
H 4.40440 -0.07851 4.43202
H 3.50352 -1.43936 3.73302
H 2.64224 0.02796 4.21632
H 6.19756 0.06280 2.22034
H 5.56065 0.10546 0.55729
H 5.36027 -1.35202 1.54922


Record 3
94
Properties=species:S:1:pos:R:3 method="wB97M-V/def2-TZVPD" energy_ha=-5700.42420 lumo_ev=-2.4 total_charge=+1 gap_ha=0.309
C -5.86867 1.01349 -2.24367
C -4.41318 0.68793 -2.43493
C -4.02984 -0.63865 -2.62286
C -2.69563 -0.95810 -2.83462
C -1.71520 0.02541 -2.86759
C -0.26950 -0.35990 -3.09749
C 0.62316 0.23104 -2.05431
C 0.55344 0.11018 -0.69255
C -0.48597 -0.64601 0.08617
O 0.04130 -1.40490 1.14755
C 0.74079 -0.70764 2.11270
C 0.26456 0.51695 2.56488
C 0.93802 1.24011 3.54589
C 0.42911 2.58235 3.99938
C 2.08645 0.66666 4.07850
C 2.54014 -0.56879 3.63524
C 1.90291 -1.29554 2.62862
C 2.37438 -2.65605 2.12695
C 3.68979 -3.15934 2.76678
C 2.48244 -2.74100 0.58992
N 1.60063 0.84088 -0.19578
C 2.30414 1.40203 -1.18634
S 3.71834 2.38553 -0.97863
N 1.70569 1.04414 -2.33509
C 2.14944 1.46773 -3.66009
C 2.69229 0.30398 -4.48436
O 4.12220 0.37510 -4.50025
C 4.69877 -0.87703 -4.55786
O 5.20105 -1.38490 -3.60713
C -2.09757 1.35198 -2.68461
C -3.42775 1.67028 -2.47469
H -6.02936 1.94633 -1.70945
H -6.33899 1.10746 -3.22565
H -6.36915 0.19323 -1.73377
H -4.76612 -1.43146 -2.61818
H -2.41344 -1.99551 -2.97780
H -0.18966 -1.44900 -3.09440
H 0.04857 -0.04431 -4.09299
H -1.30278 0.01665 0.38858
H -0.93607 -1.35547 -0.60626
H -0.65318 0.94132 2.17345
H -0.60280 2.71141 3.68054
H 1.01800 3.35752 3.50049
H 0.54576 2.73174 5.06748
H 2.63065 1.17436 4.86460
H 3.42245 -0.96246 4.11312
H 1.59995 -3.36822 2.41664
H 4.22542 -2.42204 3.35403
H 4.37977 -3.46782 1.98187
H 3.52000 -4.04543 3.37588
H 2.84080 -1.81395 0.13583
H 3.10698 -3.58020 0.29249
H 1.50186 -2.93769 0.15823
H 1.84045 0.94641 0.78401
H 3.11743 3.44231 -0.40745
H 2.90952 2.23845 -3.56770
H 1.30555 1.93655 -4.16459
H 2.27409 0.34181 -5.49124
H 2.38971 -0.61940 -3.98607
H 4.66341 -1.33250 -5.55746
H -1.34592 2.13388 -2.71784
H -3.72093 2.70153 -2.31992
Cl -0.54591 -4.69952 3.43730
C -0.67996 -6.13619 2.38895
C 0.46896 -7.08907 2.58989
Cl 2.00859 -6.40263 2.00435
H -0.73221 -5.79361 1.35867
H -1.61711 -6.62903 2.64112
H 0.29081 -8.00189 2.02455
H 0.59531 -7.34479 3.63836
Cl 1.04855 2.44357 -7.02629
C 2.39708 2.30674 -8.19250
C 2.13426 1.24087 -9.22188
Cl 2.15461 -0.38958 -8.49375
H 3.30468 2.09825 -7.63135
H 2.50086 3.27762 -8.67256
H 2.91512 1.26414 -9.97940
H 1.17131 1.37895 -9.70571
Cl -6.99410 1.87844 1.77662
C -5.97158 0.65105 2.56648
C -4.51284 0.84690 2.24679
Cl -4.16506 0.51695 0.52346
H -6.31892 -0.32839 2.24803
H -6.12651 0.74516 3.63971
H -3.91091 0.15780 2.83759
H -4.19312 1.86356 2.46072
Cl -2.24023 2.79023 6.81674
C -1.39882 3.63703 8.14368
C -1.07609 5.06543 7.79075
Cl 0.15749 5.17267 6.50585
H -0.49971 3.07385 8.37900
H -2.06110 3.61534 9.00702
H -0.67368 5.57611 8.66347
H -1.95744 5.60064 7.44816


Record 4
92
Properties=species:S:1:pos:R:3 method="wB97M-V/def2-TZVPD" energy_ha=-1899.63716 lumo_ev=1.5 total_charge=-1 gap_ha=0.202
N -6.21385 3.55173 3.24424
C -5.13176 2.82727 2.55443
C -4.96598 1.39301 3.06688
C -5.11392 1.25396 4.58781
B -5.07072 -0.29232 5.23048
O -3.69728 -0.56825 5.75232
C -3.03958 -1.30491 4.74614
C -4.12314 -1.90544 3.81545
O -5.35449 -1.41611 4.32858
H -6.18455 4.50627 2.89089
H -6.02216 3.61522 4.23849
H -5.39717 2.82700 1.49731
H -4.18985 3.38993 2.62480
H -3.93092 1.11761 2.83047
H -5.59464 0.71305 2.49511
H -4.32601 1.87271 5.03018
H -6.07485 1.68652 4.86361
H -5.92509 -0.28120 6.12439
H -2.54338 -2.12673 5.27590
H -2.27342 -0.70318 4.23997
H -4.12754 -2.99370 3.88805
H -4.10783 -1.55606 2.77915
N -3.42431 4.24187 -0.86456
C -3.93625 4.56157 -2.09239
C -4.11702 3.39347 -2.78521
C -3.70017 2.32949 -1.93990
C -3.28047 2.88554 -0.76215
H -3.19128 4.90123 -0.14515
H -4.12751 5.58524 -2.36508
H -4.50641 3.31035 -3.78623
H -3.70766 1.27687 -2.16785
H -2.89509 2.43571 0.13615
N -1.25710 0.14162 0.99262
C -1.73980 -1.12566 0.84544
C -1.22560 -1.63588 -0.31789
C -0.39327 -0.63433 -0.88854
C -0.43714 0.45243 -0.05672
H -1.48184 0.75217 1.75861
H -2.40671 -1.55158 1.57533
H -1.42402 -2.61662 -0.71904
H 0.16567 -0.69717 -1.80901
H 0.03978 1.41539 -0.12153
N 0.82120 -5.47412 -3.19391
C 0.44294 -4.70833 -2.12176
C -0.02166 -5.54939 -1.14842
C 0.08417 -6.87502 -1.64945
C 0.60747 -6.79712 -2.91227
H 1.19259 -5.12072 -4.05591
H 0.53355 -3.63492 -2.14346
H -0.39550 -5.24779 -0.18448
H -0.19473 -7.78202 -1.14015
H 0.84281 -7.56321 -3.63095
N 2.32804 -1.35533 -4.10137
C 1.62088 -1.25392 -5.27031
C 1.98675 -0.08483 -5.87979
C 2.95072 0.54390 -5.04551
C 3.14053 -0.26328 -3.95695
H 2.25438 -2.10967 -3.44278
H 0.92112 -2.01733 -5.56477
H 1.60437 0.28134 -6.81755
H 3.44675 1.48290 -5.22445
H 3.77981 -0.15800 -3.09730
N -5.72806 6.21100 5.20502
C -4.49007 6.23614 5.78066
C -4.34163 7.44771 6.40378
C -5.54236 8.17934 6.19713
C -6.37852 7.38654 5.45530
H -6.10259 5.44250 4.67794
H -3.82539 5.39288 5.69902
H -3.47086 7.77153 6.94895
H -5.76693 9.17111 6.55316
H -7.37517 7.55749 5.08632
N 5.50023 -4.33399 -3.93829
C 6.82735 -4.56688 -3.70102
C 7.47811 -3.36339 -3.75422
C 6.50391 -2.36640 -4.03058
C 5.29221 -2.99504 -4.13867
H 4.78725 -5.03947 -3.95956
H 7.19195 -5.56232 -3.51460
H 8.53470 -3.21177 -3.60754
H 6.67210 -1.30774 -4.13757
H 4.30833 -2.60016 -4.33807
N 11.19363 -2.04492 -2.96620
C 11.73797 -2.74123 -1.92141
C 11.61172 -1.97300 -0.79525
C 10.96308 -0.76732 -1.17507
C 10.71650 -0.84280 -2.51930
H 11.15034 -2.36719 -3.91540
H 12.16521 -3.71815 -2.06841
H 11.94514 -2.24536 0.19191
H 10.70549 0.05894 -0.53431
H 10.24447 -0.14931 -3.19371


Record 5
120
Properties=species:S:1:pos:R:3 method="wB97M-V/def2-TZVPD" energy_ha=-4368.46214 smiles="O=C1OC[C@@H](F)O1.O=C1OC[C@@H](F)O1.O=C1OC[C@@H](F)O1.O=C1OC[C@@H](F)O1.O=C1OC[C@@H](F)O1.O=C1OC[C@@H](F)O1.COC(=O)OC.COC(=O)OC.COC(=O)OC.COC(=O)OC.COC(=O)OC" lumo_ev=0.3 total_charge=0 gap_ha=0.392
C 3.09053 5.34118 6.27923
C 2.06270 4.87813 7.30975
O 1.47775 3.77828 6.70951
C 1.64181 3.86771 5.34169
O 1.12440 3.13231 4.58073
O 2.52074 4.83294 5.05853
F 1.12439 5.88381 7.47660
H 4.05364 4.84587 6.40936
H 3.20278 6.41385 6.17487
H 2.48293 4.66074 8.28650
C 3.41484 -0.45666 -6.28056
C 2.18673 0.41979 -6.32727
O 2.72692 1.68219 -6.03196
C 4.00670 1.69795 -6.55404
O 4.61462 2.68301 -6.78450
O 4.40441 0.43112 -6.82663
F 1.29028 0.06412 -5.35232
H 3.38034 -1.33806 -6.92387
H 3.65012 -0.85373 -5.29210
H 1.62772 0.35864 -7.26325
C 1.94855 5.25718 1.72803
C 1.18277 4.07208 1.12675
O 2.16790 3.13475 0.79960
C 3.33155 3.46108 1.42292
O 4.18875 2.69381 1.69348
O 3.23603 4.68147 1.98117
F 0.49502 4.45347 0.01406
H 1.46915 5.53736 2.66235
H 2.10169 6.11282 1.07592
H 0.52651 3.58020 1.84547
C -1.30002 4.33638 -2.85503
C -1.65148 3.14543 -3.76680
O -2.21026 2.25129 -2.85762
C -2.80482 2.97295 -1.84473
O -3.67140 2.56889 -1.16202
O -2.19099 4.16525 -1.73587
F -0.48870 2.64636 -4.27116
H -1.48300 5.32765 -3.26944
H -0.26423 4.34240 -2.51214
H -2.24127 3.52006 -4.60568
C 5.69954 -2.58535 2.28091
C 4.27408 -2.30859 1.79801
O 4.03810 -1.00490 2.19181
C 4.99464 -0.57979 3.06284
O 4.97411 0.43566 3.65799
O 5.99547 -1.50062 3.13621
F 3.41548 -3.13053 2.55431
H 6.43884 -2.65384 1.47820
H 5.76500 -3.55166 2.77934
H 4.03259 -2.51727 0.76330
C 0.18372 -6.11040 3.31703
C 0.49094 -4.78884 4.04477
O -0.58305 -4.62153 4.91274
C -1.33552 -5.75700 4.97101
O -2.29970 -5.90672 5.62143
O -0.81903 -6.69575 4.14662
F 0.49939 -3.75282 3.17447
H 1.03147 -6.77702 3.23006
H -0.27784 -5.85673 2.36096
H 1.46067 -4.81336 4.54102
C -2.51375 1.39865 1.61417
O -1.89901 1.41690 2.89788
C -1.97403 0.39343 3.75488
O -1.77825 0.53374 4.92080
O -2.35612 -0.74492 3.14970
C -2.60077 -1.84759 4.00652
H -1.83334 1.01708 0.85286
H -2.85393 2.41391 1.44224
H -3.40161 0.76373 1.55181
H -1.69752 -2.34425 4.36181
H -3.32225 -2.54591 3.59780
H -3.01947 -1.52629 4.96733
C 3.29718 -3.40148 -3.15266
O 3.24000 -2.62464 -1.95205
C 3.56015 -1.33412 -2.05824
O 3.91415 -0.79860 -3.07294
O 3.43893 -0.78506 -0.86114
C 3.60820 0.63763 -0.73293
H 2.92029 -4.37835 -2.87332
H 4.34286 -3.46515 -3.46018
H 2.71723 -2.97911 -3.97086
H 3.85114 1.09877 -1.68812
H 4.30508 0.86786 0.06234
H 2.63597 1.06026 -0.48555
C -2.53971 -0.25756 -5.59257
O -3.74618 -0.96092 -5.81509
C -3.87599 -2.11717 -5.15887
O -2.99680 -2.88856 -4.87888
O -5.15875 -2.25825 -4.86781
C -5.57542 -3.40422 -4.15129
H -2.62993 0.32885 -4.67257
H -2.48383 0.49177 -6.38245
H -1.59944 -0.80371 -5.58778
H -6.47013 -3.20637 -3.56929
H -4.82207 -3.82345 -3.48608
H -5.83283 -4.19550 -4.86311
C 0.87130 0.47593 2.13776
O 0.54918 0.80002 0.78350
C 0.22223 -0.18538 -0.05197
O -0.12829 -1.29017 0.25450
O 0.24293 0.35682 -1.26302
C -0.22881 -0.36425 -2.38154
H 1.95215 0.37552 2.21351
H 0.33220 -0.40515 2.44620
H 0.54800 1.30914 2.76027
H -0.90067 -1.20015 -2.17515
H 0.63242 -0.80451 -2.88293
H -0.77944 0.36805 -2.95576
C -8.12335 -1.27879 0.89939
O -7.08327 -0.59473 0.24134
C -6.12441 -1.34500 -0.32417
O -6.22091 -2.51897 -0.56027
O -5.09943 -0.54429 -0.58088
C -3.93283 -1.08399 -1.16570
H -9.09738 -0.93887 0.55400
H -8.07557 -1.07005 1.97321
H -8.07889 -2.36338 0.82754
H -3.94296 -1.00897 -2.25945
H -3.67850 -2.10956 -0.91427
H -3.11081 -0.41761 -0.90505